ORCA calculation (the ωB97M-V functional and the def2-TZVPD basis) on a gas-phase ion, C18H28NO7P4 (charge -1) in a non-equilibrium geometry.

Last column: Löwdin charge in e.
CARTESIAN COORDINATES (ANGSTROEM)
H: -2.44 1.32 2.38  0.02
P: -2.14 0.59 -0.47  0.73
C: -0.54 3.45 1.30  0.02
C: 0.52 1.36 -1.68  -0.21
C: 3.52 -0.40 -1.29  -0.07
H: -1.08 1.68 3.53  0.02
N: 3.64 -0.67 1.08  0.08
P: -0.55 -0.25 2.01  0.74
C: 0.30 -5.55 0.67  -0.09
H: -1.19 -0.66 -4.08  0.07
O: 1.42 5.33 -0.39  0.08
H: 1.86 1.08 1.69  0.07
C: 0.24 -4.33 -0.19  -0.01
C: -0.31 2.35 0.81  -0.36
H: -2.30 -2.64 1.62  0.08
O: -0.87 -2.06 -0.56  -0.25
H: 0.74 -1.26 -1.60  0.08
O: -1.56 -1.06 -3.27  -0.23
P: 0.04 0.60 0.03  0.27
H: 0.99 -1.82 0.18  0.08
H: -2.10 0.23 3.89  0.03
C: -0.28 6.14 -1.81  0.00
C: -1.66 0.83 3.03  -0.36
O: -1.10 3.20 -2.07  0.07
P: -2.61 -0.03 -2.48  0.34
H: -0.56 -6.64 2.50  0.08
H: -1.07 5.72 -2.52  0.08
H: 1.51 -0.43 3.37  0.02
H: 1.02 -6.39 0.47  0.08
H: -0.65 4.55 1.41  0.05
H: 0.20 7.02 -2.32  0.08
H: 0.14 0.80 -2.58  0.08
C: -0.57 -5.73 1.85  -0.11
O: -4.08 -0.87 -2.37  -0.25
C: 2.98 -0.05 0.14  -0.43
C: -1.57 -3.44 1.34  -0.03
H: -0.86 6.54 -0.93  0.09
C: 0.76 5.06 -1.36  -0.46
H: 2.16 1.97 0.20  0.10
O: -2.90 1.11 -3.45  -0.41
H: 4.29 -1.22 -1.29  0.07
H: 1.30 -1.99 2.41  0.04
H: 0.91 -4.23 -1.08  0.11
H: -4.51 -0.82 -3.25  0.06
C: -0.69 -3.23 0.14  -0.29
H: 2.73 -0.60 -2.06  0.05
C: 0.75 -1.17 2.94  -0.34
C: 1.86 0.93 0.56  -0.28
H: -2.20 -4.68 3.09  0.09
H: 1.64 1.43 -1.85  0.08
C: -1.51 -4.63 2.20  -0.10
C: 0.04 2.86 -1.90  -0.44
H: 4.08 0.53 -1.65  0.08
H: 3.29 -0.39 2.00  0.01
C: 0.35 -1.21 -0.54  -0.32
H: -2.72 -0.45 0.35  -0.10
H: 0.28 -1.65 3.86  0.04
O: 1.05 3.86 -2.02  0.04

Properties
**Calculated total energy**: -72093.387 eV
**Charge**: -1

---

ORCA calculation (the ωB97M-V functional and the def2-TZVPD basis) on 3 unconnected molecules or ions with the total composition C33H23O11PS in a non-equilibrium geometry.

Last column: Löwdin charge in e.
CARTESIAN COORDINATES (ANGSTROEM)
C: -0.40 2.28 -4.87  -0.08
S: -4.31 1.27 2.40  0.75
C: -3.45 -2.09 2.86  -0.12
O: 2.60 -3.16 2.13  0.09
H: -5.29 -1.32 3.74  0.13
H: 8.01 -1.71 3.27  0.12
H: -1.18 -1.89 2.48  0.07
H: -0.46 2.93 -6.93  0.12
C: -5.02 -1.91 2.81  -0.10
O: -6.38 -1.52 -0.94  -0.28
C: 4.84 -2.82 2.75  -0.08
C: 7.22 -3.58 3.97  -0.06
C: -5.34 -0.94 1.54  -0.39
H: 1.51 -1.49 0.63  0.12
H: 6.17 -5.36 4.55  0.11
C: 2.29 0.39 -0.04  -0.04
O: -3.74 -1.72 -0.77  -0.13
C: -1.16 3.71 -2.89  -0.08
H: -3.09 -2.27 -0.27  0.08
C: 2.36 -0.81 0.64  0.01
O: -4.12 -0.13 1.50  -0.27
C: 3.38 1.27 -0.03  -0.04
C: 4.54 0.93 0.65  0.00
H: 3.32 2.21 -0.56  0.11
O: -5.44 -3.61 0.25  -0.15
H: -5.56 -2.90 2.76  0.11
C: -0.98 3.55 -4.36  -0.28
H: -2.19 6.01 -0.63  0.11
O: 6.83 0.10 2.02  0.10
C: 0.50 0.08 -4.49  0.00
C: 0.73 -0.06 -5.85  -0.06
H: 0.54 0.85 -7.80  0.11
C: 4.62 -0.29 1.33  -0.09
H: -0.86 1.99 0.02  0.12
C: -0.32 1.39 -2.54  -0.26
C: 3.52 -1.15 1.34  -0.09
C: -1.56 4.01 -0.16  -0.06
H: 1.39 0.65 -0.59  0.07
C: 7.14 -2.36 3.32  0.00
C: 6.11 -4.41 4.03  -0.06
P: -5.25 -1.96 -0.06  0.65
H: 1.18 -0.97 -6.24  0.11
C: 0.37 0.96 -6.73  -0.06
H: -7.30 -0.22 2.40  0.15
H: 8.16 -3.88 4.44  0.11
H: 5.38 1.61 0.66  0.12
C: 5.87 -0.66 2.02  -0.28
O: -3.40 2.28 1.87  -0.24
C: -0.87 2.66 -2.02  -0.08
H: -4.65 -3.93 0.74  0.07
H: -1.72 4.13 0.91  0.10
C: -6.49 0.14 1.69  -0.12
H: -1.85 5.74 -3.06  0.12
H: -7.04 0.35 0.72  0.14
C: 3.58 -2.43 2.08  -0.28
C: 5.95 -1.97 2.71  -0.08
C: -1.64 4.92 -2.39  0.00
H: 4.06 -4.69 3.47  0.12
O: -0.06 0.46 -1.78  0.05
C: -1.08 2.81 -0.66  0.01
O: -5.93 1.44 2.03  -0.20
C: -0.07 1.25 -4.00  -0.08
H: 0.78 -0.72 -3.82  0.12
O: -1.28 4.45 -5.12  0.11
C: -0.19 2.13 -6.24  0.00
C: -1.83 5.07 -1.02  -0.05
O: -4.16 1.14 3.86  -0.25
C: -2.22 -2.16 2.79  0.10
C: 4.92 -4.03 3.43  0.00

Properties
**Calculated total energy**: -77239.424 eV
**Charge**: 0

---

ORCA calculation (the ωB97M-V functional and the def2-TZVPD basis) on 2 unconnected molecules or ions with the total composition C2H4N2S in a non-equilibrium geometry.

Last column: Löwdin charge in e.
CARTESIAN COORDINATES (ANGSTROEM)
C: -1.46 0.75 0.14  -0.34
H: 0.48 2.70 0.44  -0.05
H: -0.27 -1.73 -0.52  0.01
S: 0.98 1.54 1.15  0.76
N: -2.28 1.22 -0.51  0.16
H: 0.29 -0.56 -1.37  -0.01
H: -0.50 -0.29 1.61  0.03
N: 0.47 -1.00 -0.48  0.01
C: -0.31 0.39 0.89  -0.57

Properties
**Calculated total energy**: -15951.068 eV
**Energy relative to the best compared isomer or geometry (same formula, charge and spin)**: 64.9 kcal/mol
**Charge**: 0

---

ORCA calculation (the ωB97M-V functional and the def2-TZVPD basis) on 2 unconnected molecules or ions with the total composition C5H11NO2 in a non-equilibrium geometry.

Last column: Löwdin charge in e.
CARTESIAN COORDINATES (ANGSTROEM)
H: -1.95 -0.21 1.55  0.12
H: 1.99 0.39 1.07  0.10
H: 1.52 -1.49 -1.25  0.12
H: -2.54 -1.67 -0.16  0.12
C: 3.48 0.04 -0.40  0.02
H: 0.38 -0.12 -0.97  0.11
C: -2.41 -0.61 -0.45  -0.36
O: 0.40 -1.49 0.51  -0.10
H: 1.01 -2.16 0.85  0.08
C: -2.11 1.71 0.47  -0.08
C: 2.22 -0.01 0.08  -0.17
N: -2.11 0.22 0.64  -0.04
H: -3.08 2.06 0.01  0.09
H: -1.29 2.05 -0.12  0.06
C: 1.13 -0.78 -0.53  -0.25
O: -2.57 -0.25 -1.63  -0.02
H: 3.79 -0.44 -1.31  0.05
H: 4.20 0.63 0.15  0.05
H: -2.05 2.16 1.50  0.09

Properties
**Calculated total energy**: -10947.268 eV
**Energy relative to the best compared isomer or geometry (same formula, charge and spin)**: 46.1 kcal/mol
**Charge**: 0

---

Copy entry 3 word for word.
ORCA calculation (the ωB97M-V functional and the def2-TZVPD basis) on 2 unconnected molecules or ions with the total composition C2H4N2S in a non-equilibrium geometry.

Last column: Löwdin charge in e.
CARTESIAN COORDINATES (ANGSTROEM)
C: -1.46 0.75 0.14  -0.34
H: 0.48 2.70 0.44  -0.05
H: -0.27 -1.73 -0.52  0.01
S: 0.98 1.54 1.15  0.76
N: -2.28 1.22 -0.51  0.16
H: 0.29 -0.56 -1.37  -0.01
H: -0.50 -0.29 1.61  0.03
N: 0.47 -1.00 -0.48  0.01
C: -0.31 0.39 0.89  -0.57

Properties
**Calculated total energy**: -15951.068 eV
**Energy relative to the best compared isomer or geometry (same formula, charge and spin)**: 64.9 kcal/mol
**Charge**: 0

---

Question: Look up the charge of the first one.
Answer: -1

---

Question: What is the charge in the second record?
Answer: 0